Here is a 6-piece molecular cluster, C23H45N6P overall from OMol25. Energies are from ωB97M-V/def2-TZVPD.

Each line ends with the Mulliken charge.
Cartesian coordinates (Å):
C -3.1583 3.3205 0.4419  -0.989
C -2.2854 4.1985 1.3286  -0.587
C -0.8443 3.6827 1.4251  -0.359
C -0.7836 2.3393 1.9995  0.138
N -0.7554 1.2676 2.4135  -0.319
H -3.2333 2.3085 0.8430  0.292
H -4.1663 3.7272 0.3667  0.379
H -2.7474 3.2525 -0.5676  0.195
H -2.7088 4.2613 2.3326  0.328
H -2.2501 5.2146 0.9330  0.329
H -0.2286 4.3426 2.0381  0.371
H -0.3915 3.6383 0.4313  0.285
C -2.3113 -0.6384 4.5937  -1.013
C -2.4826 -1.5307 5.8134  0.000
C -3.8369 -1.3422 6.5079  -0.562
C -4.0256 0.0243 6.9957  0.210
N -4.1743 1.0990 7.3751  -0.437
H -2.3421 0.4169 4.8666  0.370
H -1.3545 -0.8207 4.1090  0.239
H -3.1019 -0.8181 3.8609  0.262
H -1.6811 -1.3453 6.5308  0.293
H -2.4045 -2.5802 5.5187  -0.035
H -3.9413 -2.0156 7.3605  0.357
H -4.6519 -1.5618 5.8145  0.281
C 0.7383 -5.8012 2.3779  -1.067
C 0.3442 -6.0206 3.8320  -0.580
C -0.4970 -4.8699 4.3973  -0.355
C 0.2247 -3.5979 4.3691  0.281
N 0.8125 -2.6106 4.3327  -0.477
H 1.3539 -4.9074 2.2684  0.290
H 1.3076 -6.6496 1.9996  0.333
H -0.1433 -5.6805 1.7455  0.300
H 1.2354 -6.1439 4.4499  0.311
H -0.2392 -6.9377 3.9289  0.314
H -0.7876 -5.0685 5.4302  0.367
H -1.4137 -4.7485 3.8153  0.313
C 2.9988 1.7611 0.9752  -1.133
C 2.7732 0.3054 1.3537  -0.051
C 3.6926 -0.6359 0.5681  -0.579
C 3.4654 -0.5557 -0.8746  0.296
N 3.2874 -0.4914 -2.0083  -0.427
H 2.7637 1.9396 -0.0764  0.295
H 2.3712 2.4137 1.5768  0.225
H 4.0378 2.0558 1.1397  0.397
H 1.7324 0.0207 1.1888  0.034
H 2.9697 0.1553 2.4159  0.328
H 3.5421 -1.6735 0.8702  0.267
H 4.7397 -0.3866 0.7536  0.323
C 2.6281 3.0432 -8.8137  -1.178
C 2.5799 1.7933 -7.9451  -0.500
C 1.2790 1.6650 -7.1454  0.021
C 1.0841 2.7753 -6.2151  0.270
N 0.9351 3.6369 -5.4674  -0.524
H 2.5712 3.9466 -8.2045  0.336
H 3.5537 3.0838 -9.3880  0.351
H 1.7948 3.0622 -9.5192  0.295
H 3.4218 1.7860 -7.2499  0.302
H 2.6761 0.9007 -8.5659  0.339
H 1.2813 0.7476 -6.5521  0.020
H 0.4182 1.6368 -7.8180  0.319
C -0.9391 -0.0498 -0.7734  -0.852
C -1.5525 0.3512 -2.1123  -0.491
C -0.4796 0.5839 -3.1956  -0.500
P -0.1450 -0.9920 -4.0967  -0.005
N 1.4470 -0.6903 -4.7130  -0.585
H -0.3288 0.7695 -0.3793  -0.041
H -1.6940 -0.3107 -0.0278  0.423
H -0.2921 -0.9262 -0.9099  0.343
H -2.1598 1.2551 -1.9879  0.115
H -2.2350 -0.4429 -2.4461  0.376
H -0.7687 1.3748 -3.8920  0.396
H 0.4610 0.9003 -2.7242  0.182
H -0.9088 -0.6192 -5.2362  -0.027
H 1.9513 -0.0373 -4.1190  0.286
H 1.9720 -1.5568 -4.6645  0.292

Forces on the atoms, in the same order (eV/Å):
-0.003 0.016 0.012
-0.010 -0.026 -0.018
-0.027 0.058 0.013
0.037 -0.213 -0.007
0.039 0.182 -0.007
0.009 -0.008 -0.004
-0.003 -0.006 -0.002
0.001 0.010 0.004
-0.002 0.001 0.001
0.019 0.003 0.005
-0.009 0.011 -0.016
0.016 0.002 0.004
0.033 -0.034 0.018
-0.007 0.009 -0.037
0.039 -0.040 -0.003
-0.073 0.213 0.069
0.051 -0.163 -0.059
-0.013 -0.001 0.004
-0.012 0.021 -0.001
-0.002 0.003 -0.001
0.004 0.000 0.001
-0.022 -0.014 0.036
-0.003 -0.010 -0.017
0.002 -0.004 0.005
0.005 -0.008 0.010
0.005 0.004 -0.018
-0.030 -0.033 0.003
0.131 0.214 -0.025
-0.073 -0.167 0.010
-0.006 0.005 0.001
0.003 0.005 -0.005
-0.003 -0.002 0.001
0.002 -0.004 0.000
-0.009 0.004 0.013
-0.008 -0.009 -0.011
0.002 0.002 0.008
-0.018 0.002 -0.030
0.003 0.007 -0.025
-0.038 -0.053 0.066
0.002 -0.030 -0.238
-0.025 0.052 0.166
0.005 -0.005 0.010
-0.075 0.067 0.054
-0.004 -0.008 -0.003
0.003 0.026 0.002
0.000 -0.022 0.000
0.007 0.009 0.019
0.004 -0.019 -0.007
0.006 -0.010 0.014
0.007 0.046 0.002
0.013 -0.031 -0.075
-0.067 0.183 0.203
0.040 -0.148 -0.135
-0.009 0.000 0.001
-0.002 0.005 0.002
-0.001 -0.002 -0.002
0.003 -0.008 -0.004
-0.012 -0.011 0.015
-0.024 -0.046 -0.013
0.009 -0.004 0.007
0.085 -0.132 -0.195
-0.076 0.047 -0.070
0.015 0.123 0.293
-0.076 0.023 -0.013
0.129 -0.146 0.033
-0.039 -0.145 0.023
0.063 0.109 -0.046
-0.032 0.136 0.054
0.056 -0.106 -0.009
-0.008 0.174 0.047
0.054 -0.085 0.082
-0.137 -0.018 -0.021
0.000 -0.078 -0.088
-0.018 -0.035 -0.067
0.072 0.115 -0.041

Calculated total energy: -42809.6459 eV
Structure (SMILES): CCCC#N.CCCC#N.CCCC#N.CCCC#N.CCCC#N.CCCPN